A structure of composition C51H47I2N7O4PbS2 in a non-equilibrium geometry. Source: the Open Molecules 2025 dataset; level of theory: ωB97M-V/def2-TZVPD.

Output
Net charge = -2
Molecular weight = 1347.12 g mol⁻¹
Energy relative to the best compared isomer or geometry (same formula, charge and spin) = 158.5 kJ/mol
2S+1 = 1
Largest force on an atom = 0.0286 Eh/bohr
DFT total energy = -4240.62360 hartree
Kohn-Sham gap = 5.14 eV

Each line ends with the Löwdin charge.
Element x y z (Å)
Pb -0.7149 1.0877 -1.4402  1.3562
I 6.6585 4.9946 -0.0679  0.6944
C 4.7191 4.3084 -0.6286  -0.7338
C 3.8646 5.1644 -1.2955  -0.2662
C 2.6195 4.6868 -1.5986  -0.6150
I 1.2513 5.9142 -2.6367  0.8416
C 2.0871 3.4183 -1.2207  -0.5122
O 0.8722 3.1829 -1.4259  -0.2575
C 3.0596 2.5547 -0.6159  -0.1385
C 2.7124 1.1569 -0.1596  -0.1556
N 1.8059 0.4084 -0.9998  -0.1437
C 2.3100 -0.0992 -2.2564  -0.1624
C 2.1734 0.8804 -3.3956  -0.2702
C 3.1650 1.0330 -4.3623  -0.0207
C 2.9557 1.9188 -5.4027  -0.0794
C 1.7713 2.6345 -5.4486  -0.0645
C 0.8334 2.4033 -4.4538  -0.1448
N 1.0313 1.5433 -3.4767  0.0043
C 4.3248 3.0205 -0.3153  -0.1471
H 4.1711 6.1627 -1.5745  0.0721
H 2.2484 1.2351 0.8324  0.1206
H 3.6737 0.6138 -0.0350  0.1146
H 1.3476 -0.3272 -0.4614  0.0554
H 1.6949 -0.9664 -2.5257  0.1061
H 3.3604 -0.4299 -2.1787  0.1190
H 4.0833 0.4675 -4.3057  0.1031
H 3.7101 2.0539 -6.1657  0.0960
H 1.5836 3.3519 -6.2324  0.0951
H -0.1084 2.9328 -4.4261  0.1068
H 5.0180 2.3625 0.1958  0.0911
C -3.9319 -0.1034 0.9982  -0.0214
C -3.2749 -0.9399 -0.0509  -0.3084
N -3.5417 -0.6907 -1.2752  0.0694
N -3.2972 -1.5532 -2.2401  -0.0790
C -2.4326 -1.6251 -3.1519  -1.1003
S -1.0609 -0.6871 -3.5871  0.4757
S -2.7213 -3.1284 -4.1389  0.8146
C -2.0772 -4.3337 -2.9010  -0.4013
C -0.8296 -4.9983 -3.3829  -0.2911
C -0.6690 -6.3762 -3.2934  -0.0591
C 0.4796 -6.9867 -3.7665  -0.1170
C 1.4865 -6.2271 -4.3347  -0.1233
C 1.3409 -4.8514 -4.4142  -0.0891
C 0.1936 -4.2425 -3.9451  -0.0576
C -2.4425 -2.0935 0.3729  -0.1261
C -3.0483 -3.2391 0.8516  -0.0553
C -2.3248 -4.3884 1.1355  -0.1384
C -0.9592 -4.3949 0.9086  -0.1418
C -0.3274 -3.2568 0.4638  -0.0623
C -1.0266 -2.0511 0.2094  -0.4080
O -0.3637 -0.9974 -0.1135  -0.2714
H -4.3845 0.7801 0.5570  0.0738
H -4.7094 -0.6922 1.4910  0.0778
H -3.2122 0.1952 1.7521  0.0502
H -1.8955 -3.7667 -1.9858  0.0682
H -2.8695 -5.0587 -2.7087  0.0699
H -1.4459 -6.9777 -2.8401  0.1029
H 0.5928 -8.0617 -3.6942  0.0886
H 2.3825 -6.7069 -4.7062  0.0867
H 2.1257 -4.2486 -4.8481  0.0966
H 0.0741 -3.1722 -4.0240  0.0483
H -4.1237 -3.2500 0.9886  0.1085
H -2.8241 -5.2709 1.5108  0.0769
H -0.3790 -5.2972 1.0776  0.0930
H 0.7409 -3.2609 0.2770  0.1083
O -3.5604 4.0771 0.4885  -0.0371
C -2.9849 3.2193 -0.2071  -0.5584
N -2.0287 2.3941 0.1566  -0.0933
C -1.5982 2.4480 1.5299  -0.1841
C -0.3095 3.1902 1.7288  -0.2460
C -0.0276 4.3665 1.0346  -0.0118
C 1.1442 5.0435 1.3071  -0.0755
C 2.0326 4.5053 2.2310  -0.0784
C 1.6670 3.3316 2.8620  -0.1742
N 0.5286 2.6943 2.6367  0.1058
C -3.4350 3.0317 -1.6346  -0.1843
C -4.6093 3.6592 -2.0499  -0.0071
C -5.0521 3.4741 -3.3439  -0.0764
C -4.3024 2.6758 -4.1964  -0.0669
C -3.1446 2.0988 -3.7030  -0.1575
N -2.7252 2.2741 -2.4634  0.0158
H -2.3727 2.9503 2.1323  0.1272
H -1.4558 1.4290 1.8994  0.0785
H -0.7319 4.7277 0.3031  0.1109
H 1.3784 5.9785 0.8112  0.0959
H 2.9741 4.9905 2.4555  0.0961
H 2.3055 2.8760 3.6129  0.0959
H -5.1399 4.2631 -1.3286  0.1066
H -5.9669 3.9385 -3.6903  0.0950
H -4.6195 2.4900 -5.2125  0.0935
H -2.5345 1.4541 -4.3230  0.0565
C 1.7004 -2.4109 8.4618  -0.0616
C 1.2848 -1.9321 7.0995  -0.2770
C 1.6352 -2.6482 5.9652  -0.0216
C 1.2129 -2.2603 4.7014  -0.2032
C 1.6337 -3.0555 3.5026  -0.0368
C 0.3945 -1.1293 4.5770  -0.0907
C -0.2422 -0.8187 3.2808  -0.1792
O -1.3539 -0.3640 3.1809  0.0613
C 0.0858 -0.3563 5.7077  -0.1937
C -0.6922 0.9120 5.5670  -0.0387
C 0.5392 -0.7699 6.9509  -0.0164
H 2.2665 -3.3393 8.3901  0.0674
H 0.8195 -2.5945 9.0785  0.0763
H 2.3144 -1.6645 8.9683  0.0758
H 2.2424 -3.5387 6.0733  0.1061
H 2.1951 -3.9409 3.8000  0.0750
H 2.2724 -2.4500 2.8592  0.0923
H 0.7783 -3.3637 2.9040  0.0617
H 0.3445 -1.0797 2.3884  0.1172
H -0.3528 1.4744 4.6974  0.0617
H -0.5913 1.5309 6.4569  0.0740
H -1.7460 0.6901 5.4070  0.0873
H 0.3009 -0.1871 7.8314  0.1128

A cluster of 28 separate species, C4H57F4NO30S in total in a non-equilibrium geometry. Source: the Open Molecules 2025 dataset; level of theory: ωB97M-V/def2-TZVPD.

Output
Molecular weight = 707.54 g mol⁻¹
2S+1 = 1
Largest force on an atom = 0.1004 Eh/bohr
DFT total energy = -3296.05999 hartree
Kohn-Sham gap = 10.14 eV

Each line ends with the Löwdin charge.
Element x y z (Å)
C 2.1259 -0.5289 4.1386  0.1526
C 1.7135 0.1719 3.2299  -0.1719
N 1.2105 0.9602 2.1493  -0.1426
C 2.1746 1.1632 1.0420  -0.1632
O 3.0641 2.2843 1.1614  0.0563
C 4.1362 2.0833 2.0131  -0.5202
F 3.8797 2.3476 3.3592  0.1103
F 4.7542 0.8460 1.9376  0.1350
F 5.1168 3.0260 1.6329  0.1027
S 0.3775 2.3578 2.6182  0.8002
O 1.1913 3.4457 3.1564  -0.2657
O -0.4761 2.8857 1.5366  -0.2646
F -0.6855 1.8821 3.8038  -0.1518
H 2.6984 -1.2789 4.7565  0.0937
H 1.5435 1.3606 0.1124  0.1235
H 2.6714 0.1653 0.8439  0.1464
O -3.7322 2.5451 4.2721  -0.0504
H -2.9718 2.9035 3.7967  0.0285
H -4.0574 3.2913 4.7900  0.0531
O -4.0359 0.6782 1.9217  -0.0684
H -4.4564 0.9756 1.1046  0.0211
H -4.2754 1.3554 2.5698  0.0010
O 1.8330 -3.1750 2.7604  -0.0726
H 2.3500 -3.9894 2.7172  0.0580
H 0.9549 -3.4407 2.4621  0.0230
O -3.5486 0.7166 -1.2755  -0.0453
H -3.0489 1.1686 -1.9664  0.0406
H -2.8831 0.4973 -0.6099  0.0458
O -5.9442 0.7748 -3.0740  -0.0696
H -5.4386 1.2270 -3.7601  0.0101
H -5.2812 0.5526 -2.4075  -0.0040
O 3.1504 3.8461 6.0651  -0.0515
H 3.3859 4.7409 5.7923  0.0345
H 3.4652 3.2904 5.3417  0.0026
O 0.1432 2.0927 -1.3801  -0.0550
H -0.2891 2.4015 -2.1858  0.0477
H -0.0697 2.7709 -0.7228  0.0300
O 3.6095 0.0155 -1.2361  -0.0810
H 3.8506 0.9065 -1.5193  0.0390
H 3.9177 -0.5481 -1.9556  0.0521
O 0.8972 -0.9694 -1.3872  -0.0581
H 1.1377 -0.0768 -1.6703  0.0111
H 1.2063 -1.5326 -2.1067  0.0527
O 0.8712 -3.3146 0.3673  -0.0711
H 1.1194 -2.4131 0.1138  0.0141
H 1.1793 -3.8580 -0.3704  0.0312
O 0.0136 -5.7015 -1.0480  -0.0628
H 0.6674 -6.4103 -1.0143  0.0540
H -0.3227 -5.6492 -0.1406  0.0144
O -3.7337 0.1997 -4.7188  -0.0597
H -4.4397 -0.4588 -4.6845  0.0463
H -2.9752 -0.2517 -4.3243  0.0286
O -2.2158 -4.9936 0.5416  -0.0530
H -1.9777 -4.7182 -0.3528  0.0224
H -2.5469 -4.1861 0.9539  0.0496
O -2.5034 -2.4069 -3.4576  -0.0456
H -3.2087 -3.0646 -3.4240  0.0489
H -1.7456 -2.8561 -3.0640  0.0371
O 1.5462 -4.3558 5.5941  -0.0712
H 1.2179 -4.0449 4.7397  -0.0099
H 0.7527 -4.6592 6.0512  0.0419
O -5.3247 0.5072 -7.4983  -0.0462
H -6.2292 0.2098 -7.3409  0.0638
H -4.9707 0.6619 -6.6101  0.0011
O 0.8668 6.0084 4.4788  -0.0697
H 1.1961 5.1951 4.0742  -0.0341
H 1.5925 6.6337 4.3686  0.0279
O -0.7479 -2.9287 4.8484  -0.0454
H -1.1723 -2.5888 4.0495  0.0581
H -0.9569 -2.2693 5.5223  0.0718
O 2.7944 5.8476 2.2989  -0.0460
H 3.3203 5.0390 2.2734  0.0198
H 1.9174 5.5652 2.0110  0.0331
O -4.3958 3.1253 -6.3539  -0.0576
H -3.9958 3.7511 -6.9690  0.0433
H -4.7513 2.4306 -6.9240  -0.0103
O 4.3089 -2.6442 -0.3432  -0.0538
H 4.4580 -1.7369 -0.0468  0.0143
H 3.5489 -2.9380 0.1761  0.0143
O -2.0627 1.0883 -7.9953  -0.0494
H -1.6489 0.2209 -7.9092  0.0528
H -3.0079 0.9058 -7.9062  0.0166
O -2.8842 -5.1186 4.1593  -0.0578
H -2.2550 -4.4109 4.3516  -0.0133
H -2.3585 -5.7812 3.6951  0.0347
O 2.7691 -4.7857 8.2440  -0.0664
H 2.4394 -4.4760 7.3879  -0.0138
H 1.9787 -5.0892 8.7050  0.0296
O 1.8507 2.6704 -3.8468  -0.0602
H 1.4197 2.9802 -4.6531  0.0424
H 1.6407 3.3486 -3.1934  0.0261
O -1.7296 1.0043 -11.0026  -0.0711
H -1.0624 0.3129 -10.9274  0.0279
H -2.0903 1.0815 -10.1071  -0.0078
O 5.7705 0.9738 -2.1829  -0.0465
H 6.2591 1.4200 -2.8861  0.0603
H 6.4497 0.7388 -1.5384  0.0609

The molecule C4H5NO2. Source: the Open Molecules 2025 dataset; level of theory: ωB97M-V/def2-TZVPD.

Output
Molecular weight = 99.09 g mol⁻¹
Energy relative to the best compared isomer or geometry (same formula, charge and spin) = 225.8 kJ/mol
2S+1 = 1
Largest force on an atom = 0.0129 Eh/bohr
SMILES = C=N/C=C\OC=O
DFT total energy = -360.58342 hartree
Kohn-Sham gap = 9.68 eV

Each line ends with the Löwdin charge.
Element x y z (Å)
O -1.4633 1.1844 0.2564  -0.0075
C -1.1495 0.1017 1.0240  -0.1197
C 0.0162 -0.5459 1.0076  -0.1527
C 1.4856 -1.1725 -0.6396  -0.0195
N 0.9432 -0.2244 0.0017  -0.0283
C -0.6649 1.6262 -0.7891  -0.3194
O -0.6817 1.1613 -1.8848  0.1049
H -1.9616 -0.1640 1.6896  0.1213
H 0.2177 -1.3541 1.7074  0.1109
H 2.0895 -0.9221 -1.5132  0.0776
H 1.3088 -2.2302 -0.3911  0.0842
H -0.1400 2.5396 -0.4690  0.1483

A structure of composition C5H14N2 in a non-equilibrium geometry. Source: the Open Molecules 2025 dataset; level of theory: ωB97M-V/def2-TZVPD.

Output
Molecular weight = 102.18 g mol⁻¹
Energy relative to the best compared isomer or geometry (same formula, charge and spin) = 453.4 kJ/mol
2S+1 = 1
Largest force on an atom = 0.0852 Eh/bohr
DFT total energy = -308.25038 hartree
Kohn-Sham gap = 8.67 eV

Each line ends with the Löwdin charge.
Element x y z (Å)
C 3.9914 0.1223 0.0473  -0.0690
N 0.6828 0.2395 0.0761  0.0882
C -0.9919 -1.0413 -2.0106  -0.1109
C -1.5760 -0.7129 -0.6066  -0.1857
C -0.6578 0.3003 0.0985  -0.4126
C -1.2768 1.2770 0.9992  -0.2542
N -2.0293 0.5200 1.9967  -0.0034
H 4.7633 0.3283 -0.7073  0.0136
H 3.1076 0.6643 0.2244  -0.0464
H 3.7267 -0.9338 -0.1965  0.0213
H 4.5978 0.0948 0.9815  0.0180
H -1.0392 -0.1438 -2.6282  0.0730
H -1.5039 -1.8182 -2.6134  0.0786
H 0.0035 -1.3568 -1.9289  0.0373
H -2.6756 -0.3183 -0.8346  0.1509
H -1.6531 -1.5992 -0.0729  0.0806
H 0.1636 -0.3756 0.8908  0.1410
H -0.5049 1.8424 1.4727  0.1087
H -1.8804 1.9396 0.4125  0.1096
H -2.4767 1.0679 2.7690  0.0921
H -2.7710 -0.0966 1.6300  0.0690

The molecule C5H3NO2 in a non-equilibrium geometry. Source: the Open Molecules 2025 dataset; level of theory: ωB97M-V/def2-TZVPD.

Output
Molecular weight = 109.08 g mol⁻¹
Energy relative to the best compared isomer or geometry (same formula, charge and spin) = 457.4 kJ/mol
2S+1 = 1
Largest force on an atom = 0.2614 Eh/bohr
SMILES = N#CC=C(C=O)C=O
DFT total energy = -397.35845 hartree
Kohn-Sham gap = 8.42 eV

Each line ends with the Löwdin charge.
Element x y z (Å)
C -0.9164 -1.3506 0.2142  -0.1626
C 0.0099 -0.1714 -0.1824  -0.0904
C 1.1905 -0.4076 -1.2535  -0.1078
C -0.4221 0.7064 0.7412  -0.1118
C -0.0645 2.0821 0.7362  -0.1117
H -0.1609 -2.3383 0.2174  0.1712
H 2.1178 0.3238 -1.2401  0.1534
H -0.8995 0.5441 1.6993  0.1283
N -0.0396 3.3608 0.3860  0.1357
O -2.1280 -1.3132 0.6844  -0.0067
O 1.3129 -1.4361 -2.0027  0.0025